Here is an isolated molecule of H3INP in a non-equilibrium geometry from the OMol25 dataset. Energies are from ωB97M-V/def2-TZVPD.

Geometry (Å):
P (-0.68465, -0.03316, 0.79576)
N (0.04719, -0.09388, -0.76131)
I (-0.55690, 1.39708, -2.22180)
H (-0.46808, -1.36059, 1.03716)
H (0.35435, 0.21587, 1.79316)
H (1.30808, -0.12532, -0.64297)

As for the maximum force: 5.20 eV/Å. The HOMO-LUMO gap comes out at 8.31 eV. Its calculated total energy is -695.5103 hartree. As for the lowest unoccupied orbital energy: -0.95 eV. The SMILES is PNI. As for the HOMO energy: -9.3 eV.